[1]
# C5H22N2O4

A cluster of 5 separate species, C5H22N2O4 in total at a distorted geometry (wB97M-V/def2-TZVPD, the OMol25 dataset).

Cartesian coordinates (Å):
H 0.156 1.136 -2.455
H 0.630 0.153 -0.177
H 1.681 3.520 1.183
H 0.029 -1.235 2.119
H 1.660 1.953 -1.747
H -0.931 -3.070 1.144
H -1.622 -0.893 2.485
H 2.641 -3.046 0.939
O 2.064 2.836 1.745
C -0.206 1.995 -0.593
C -0.994 0.310 0.985
H -1.683 -0.775 -1.567
N -1.188 -2.185 0.694
H -1.939 0.306 0.316
H 3.511 0.511 0.285
H 2.383 -1.731 0.172
H -2.030 -0.471 -3.081
O 2.001 -2.596 0.382
N 0.186 0.919 0.334
H -3.307 -2.261 1.226
C -0.926 -1.090 1.613
H -1.267 1.047 1.742
H 3.398 -0.170 -1.038
O -1.792 -0.088 -2.234
O 3.850 -0.263 -0.189
H 0.519 2.948 -2.474
H 0.097 2.880 -0.035
H 2.050 2.086 1.134
C -2.593 -2.242 0.346
H -1.299 1.966 -0.815
H -2.890 -1.365 -0.207
C 0.565 2.006 -1.934
H -2.752 -3.093 -0.296

Total charge: 0
E_HOMO in eV: -9.0
SMILES: CCNCCNC.O.O.O.O
Largest force on an atom in Eh/bohr: 0.0439



[2]
# C14H19N6OPSSc

A structure of composition C14H19N6OPSSc at a distorted geometry (wB97M-V/def2-TZVPD, the OMol25 dataset).

Cartesian coordinates (Å):
H -2.582 -0.935 3.311
H -1.166 2.153 -3.644
H 0.493 3.737 -3.875
N -1.026 0.322 -2.798
C 1.264 3.087 -3.480
C 2.575 3.518 -3.424
C -1.563 -0.916 3.698
N -2.387 0.178 -3.059
H 2.092 -1.851 1.663
S -1.990 -2.494 -2.311
H 1.016 1.169 3.342
N 1.243 -0.915 3.342
H -0.465 1.346 1.457
C -2.845 -1.026 -2.848
H 2.070 -0.095 1.590
C 1.902 0.964 -2.533
N -0.877 -2.154 3.323
C 3.547 2.658 -2.923
C 0.505 -2.093 3.808
C 0.903 1.810 -3.033
C 1.499 -0.969 1.907
H 2.841 4.506 -3.770
N -0.888 0.297 3.227
H -1.609 -0.872 4.786
O 1.564 -0.278 -2.097
C -0.498 1.437 -3.170
H -4.562 -2.123 -3.019
C -0.948 0.422 1.777
H 0.477 -2.063 4.897
N -4.161 -1.206 -3.065
C 3.217 1.385 -2.484
H 4.580 2.979 -2.879
H -1.985 0.456 1.441
H 0.465 0.341 4.804
P -0.099 -1.017 0.969
H -4.703 -0.438 -3.425
H 1.035 -2.996 3.504
H 3.968 0.707 -2.100
C 0.494 0.287 3.716
C -0.939 -2.392 1.885
H -1.974 -2.456 1.549
H -0.457 -3.340 1.640
Sc -0.024 -1.131 -1.702

Total charge: +1
E_HOMO in eV: -11.4
Largest force on an atom in Eh/bohr: 0.0256



[3]
# C23H32IN7O6Ti

A structure of composition C23H32IN7O6Ti (wB97M-V/def2-TZVPD, the OMol25 dataset).

Cartesian coordinates (Å):
C -0.579 -3.211 -0.871
H -3.511 0.808 -1.320
O 1.023 1.955 0.456
H 1.574 -3.316 2.977
H -1.019 -2.378 5.194
C 0.715 -2.920 -0.954
N -0.196 -0.373 1.501
N -0.869 0.261 -0.988
H 0.583 2.514 -3.615
H 0.200 1.514 -5.035
H 3.354 -0.201 2.748
H 2.752 -0.356 1.145
C 2.390 3.997 -0.106
N 1.701 -3.690 -1.569
H -2.030 2.041 -4.120
C -0.169 -2.491 4.521
C 0.587 1.505 -4.016
Ti 0.912 -0.028 -0.151
O 2.320 0.635 -1.320
H 2.906 -2.683 2.050
H -0.947 -4.169 -1.203
C -1.890 0.370 0.005
H -3.001 3.147 -3.135
H -1.252 -2.538 -0.366
H -4.387 1.026 2.864
H 1.974 0.819 2.296
N -0.189 0.611 -3.162
C -2.403 0.418 2.355
I 0.273 -5.511 2.051
H -2.093 0.290 3.383
C -1.508 0.117 1.335
C -4.113 0.914 0.739
C 0.066 -0.811 -3.388
C -3.205 0.699 -0.287
H -5.136 1.176 0.506
N 1.565 -1.223 2.701
O 1.215 -1.754 -0.454
H 1.093 -1.067 -3.124
C -1.985 2.811 -3.355
H 1.462 -4.673 -1.549
C 1.967 2.588 -0.180
O 1.958 4.888 0.576
H 0.082 -3.551 4.436
C 3.504 4.110 -1.172
H 2.897 -2.426 3.812
C 2.667 1.899 -1.136
C -3.697 0.816 2.059
C -1.546 3.152 -0.967
C -1.830 -2.526 2.739
H -0.618 -1.418 -2.802
H 2.595 -3.564 -1.111
H -1.418 3.663 -3.733
C 2.273 -2.487 2.919
H -1.982 -2.303 1.691
H -1.001 2.759 -0.117
C 2.417 -0.166 2.192
N -1.406 2.280 -2.129
H 1.618 1.148 -4.030
O 4.323 2.460 -2.803
H -0.078 -1.017 -4.449
O 4.129 5.092 -1.438
H -1.121 4.125 -1.222
C 3.626 2.730 -1.859
C -0.847 1.056 -2.084
N -0.570 -1.963 3.218
H -2.598 3.281 -0.707
H -2.667 -2.128 3.316
H -1.761 -3.610 2.846
H 0.671 -1.927 4.917
C 0.227 -1.196 2.478

Total charge: 0
E_HOMO in eV: -6.7
Largest force on an atom in Eh/bohr: 0.0119